72
Properties=species:S:1:pos:R:3:forces:R:3:lowdin_spin:R:1 method="wB97M-V/def2-TZVPD" charge=-1 e_above_lowest_kcal_mol=0.00 homo_lumo_gap_ev="1.00 / 6.32" homo_ev="0.71 / -3.99" lumo_ev="1.716 / 2.334" spin_multiplicity=3
C 0.254247 -0.899844 -4.234221 -0.436 -0.097 0.587 0.003
C -0.144153 -1.446544 -2.851321 0.290 -0.075 0.010 0.019
C 0.162947 0.631956 -4.015621 0.132 0.070 -0.088 0.004
C -0.984253 0.844656 -3.027021 -0.027 -0.039 0.064 0.002
H 0.014147 1.148656 -4.957221 -0.008 0.037 -0.112 0.001
H 1.110547 0.962456 -3.597021 0.102 0.013 0.070 0.002
C -1.274653 -0.533744 -2.393121 -0.044 0.042 -0.028 0.008
H 0.723347 -1.351944 -2.200021 0.059 0.026 0.098 0.006
H -0.424953 -2.496544 -2.862921 0.037 -0.083 -0.083 0.019
C -1.371653 -0.245144 -0.895621 0.111 -0.008 0.119 0.017
H -2.225653 -0.910044 -2.764821 -0.102 -0.072 -0.032 0.003
H -1.862453 1.179856 -3.570421 -0.155 0.118 -0.052 0.001
C -0.777753 1.791056 -1.820721 -0.169 -0.193 0.197 0.001
C 1.683347 -1.219844 -4.623721 0.491 -0.274 0.138 0.013
C -0.774653 -1.335144 -5.284021 -0.133 0.549 -1.297 0.004
O -1.235553 -0.574544 -6.098221 0.256 -0.090 0.543 0.004
O 2.562347 -1.563344 -3.867821 -0.626 0.094 -0.568 0.032
O 1.873247 -0.985444 -5.939021 0.017 -0.492 -0.058 0.004
O -1.273853 -2.595344 -5.248421 -0.038 -0.409 0.700 0.011
C -0.595753 -3.738844 -5.778421 0.046 0.443 -0.246 0.037
H -0.271353 -4.437244 -5.013221 0.016 0.136 0.333 0.013
H 0.258647 -3.425844 -6.374821 0.110 -0.033 -0.075 0.005
H -1.317053 -4.231544 -6.422121 0.010 -0.133 -0.122 0.004
C 3.098747 -1.492344 -6.495421 -0.012 0.373 0.228 0.026
H 3.954747 -1.080644 -5.967121 0.045 0.014 0.015 0.004
H 3.101447 -1.174344 -7.531321 -0.009 0.004 -0.071 0.003
H 3.129847 -2.577044 -6.428321 -0.060 -0.088 0.044 0.008
O -1.554153 1.159356 -0.777421 0.128 0.161 -0.257 0.007
H -0.461753 -0.569344 -0.375021 -0.008 0.031 0.044 0.012
H -2.220153 -0.724144 -0.411921 -0.039 -0.017 0.006 0.005
C -1.384653 3.159056 -2.050321 -0.010 0.081 0.002 0.003
C 0.667347 1.923556 -1.355421 0.016 -0.014 0.001 0.012
H 1.258847 2.518756 -2.049321 0.030 0.054 -0.094 0.003
H 1.161847 0.961056 -1.239621 0.016 -0.135 0.009 0.004
H 0.680547 2.425456 -0.390521 -0.023 0.021 0.061 0.001
H -1.194453 3.816756 -1.204021 0.014 0.028 0.092 0.001
H -2.460953 3.077056 -2.184821 -0.085 -0.062 -0.032 0.000
H -0.959153 3.618356 -2.941621 0.070 0.037 -0.072 0.001
W 0.072347 -0.604344 3.483679 -0.182 -1.179 2.538 1.038
C -1.792353 -0.672744 4.903979 0.425 0.326 0.716 0.019
C -2.268653 -0.460644 3.590479 0.315 0.779 -0.827 0.027
C -1.967653 -1.602944 2.820279 0.103 -0.150 -0.856 0.056
H -2.723853 0.440656 3.223779 -0.244 -0.077 0.000 0.005
C -1.316253 -2.528644 3.656679 0.194 0.018 -0.278 0.040
C -1.216353 -1.958844 4.943379 0.134 0.215 -0.064 0.009
H -0.752753 -2.412144 5.802279 0.100 -0.065 0.090 0.031
H -1.864753 0.018256 5.726979 -0.117 -0.070 0.095 0.005
H -2.166953 -1.726144 1.768979 -0.112 -0.152 0.005 0.019
H -0.934753 -3.490744 3.358379 0.062 -0.117 -0.036 0.049
C 2.281847 0.121456 4.002379 -0.353 0.624 -0.017 0.027
C 1.894047 -0.836044 4.960879 -0.287 0.281 0.400 0.006
C 1.722347 -2.067244 4.289279 -0.431 0.218 -0.103 0.030
H 1.759447 -0.662544 6.015379 0.047 0.013 0.077 0.015
C 1.968747 -1.861744 2.913179 -0.245 -0.198 -0.675 0.039
C 2.329847 -0.507744 2.746079 -0.291 0.337 -0.729 0.079
H 2.528847 -0.018044 1.809279 0.184 0.006 -0.129 0.024
H 2.438947 1.171056 4.182779 0.232 -0.031 0.055 0.003
H 1.435147 -2.999144 4.742779 -0.061 -0.176 0.062 0.052
H 1.914147 -2.607344 2.138079 0.094 -0.071 -0.047 0.043
C 0.653147 3.005956 2.723679 0.325 0.724 -0.116 0.019
Si -0.255653 1.984556 3.992579 0.350 -1.773 -0.439 0.033
C 0.378847 2.367556 5.721479 0.173 0.399 0.430 0.008
C -1.992153 2.698856 4.015079 -0.438 0.286 -0.024 0.004
H 1.724647 2.732156 2.674179 -0.479 0.208 -0.143 0.002
H 0.562847 4.079856 2.985979 0.186 -0.315 -0.292 0.002
H 0.178447 2.833756 1.741479 0.273 0.093 0.345 0.004
H 0.249747 3.451356 5.920379 0.086 -0.439 0.107 0.001
H -0.216053 1.793956 6.460779 0.342 0.310 -0.272 0.004
H 1.446547 2.117556 5.858579 -0.472 0.092 0.050 0.001
H -1.927253 3.773856 4.280979 -0.095 -0.447 -0.086 0.000
H -2.454853 2.624956 3.010079 0.053 0.017 0.567 0.001
H -2.616853 2.192056 4.777879 0.114 0.297 -0.475 0.001